ORCA calculation (ωB97M-V with the def2-TZVPD basis set) on an isolated molecule of C4H6N2 in a non-equilibrium geometry.

Computed properties:
Structure (SMILES) = Cc1c[nH]cn1
Lowest unoccupied orbital energy = 1.0 eV
Maximum force = 1.72 eV/A
Orbital gap = 9.632 eV
Energy above the lowest of the compared OMol25 structures with the same formula, charge and spin = 68.97 kJ/mol

Each line ends with the Löwdin charge.
Positions of all 12 atoms, in Å:
1 C 1.39 -0.87 -0.94  -0.05
2 C 0.22 -0.18 -0.31  -0.39
3 C -0.02 -0.22 1.03  -0.09
4 N -1.19 0.55 1.19  0.04
5 C -1.50 1.02 -0.04  -0.21
6 N -0.66 0.62 -0.98  0.10
7 H 2.03 -1.37 -0.20  0.08
8 H 2.00 -0.19 -1.54  0.07
9 H 0.98 -1.64 -1.60  0.08
10 H 0.86 -0.04 1.61  0.11
11 H -1.73 0.70 2.02  0.15
12 H -2.37 1.63 -0.24  0.12

=====

ORCA calculation (ωB97M-V with the def2-TZVPD basis set) on a cluster of 2 separate species, C7H12Cl2O5 in total in a non-equilibrium geometry.

Computed properties:
Structure (SMILES) = COC[C@@]1(C)OC(=O)O[C@H]1O.ClCCl
Lowest unoccupied orbital energy = 0.3 eV
Maximum force = 9.77 eV/A
Orbital gap = 10.377 eV

Each line ends with the Löwdin charge.
Positions of all 26 atoms, in Å:
1 C -2.33 -3.00 -0.82  -0.11
2 O -1.78 -1.68 -0.43  -0.23
3 C -0.42 -1.49 -0.94  -0.14
4 C 0.66 -0.88 0.13  -0.32
5 C 1.64 -2.16 0.42  -0.03
6 O 1.21 0.37 -0.43  -0.01
7 C 0.09 1.33 -0.16  -0.20
8 O -0.61 2.05 -1.03  0.05
9 O -0.06 1.17 1.32  0.02
10 C 0.15 -0.28 1.57  -0.24
11 O -0.83 -1.02 2.39  -0.02
12 H -1.64 -3.91 -0.56  0.10
13 H -3.36 -3.19 -0.28  0.11
14 H -2.55 -2.96 -1.98  0.10
15 H 0.06 -2.50 -1.35  0.13
16 H -0.52 -0.80 -1.91  0.16
17 H 2.24 -2.09 1.44  0.10
18 H 2.35 -2.41 -0.49  0.11
19 H 0.94 -3.11 0.55  0.11
20 H 1.14 -0.30 2.21  0.17
21 H -0.62 -0.72 3.35  0.14
22 Cl 2.16 5.78 0.42  0.49
23 C 0.83 5.38 -0.67  -1.04
24 Cl -0.29 6.74 -0.83  0.50
25 H 1.24 5.14 -1.65  0.03
26 H 0.29 4.52 -0.27  0.01

=====

ORCA calculation (ωB97M-V with the def2-TZVPD basis set) on an isolated molecule of C3H3BrF4S in a non-equilibrium geometry.

Computed properties:
Lowest unoccupied orbital energy (spin up / spin down) = -2.0 / -1.5 eV
Maximum force = 1.24 eV/A
Orbital gap (spin up / spin down) = 7.020 / 7.911 eV
Energy above the lowest of the compared OMol25 structures with the same formula, charge and spin = 96.69 kJ/mol

Each line ends with the Löwdin charge.
Positions of all 12 atoms, in Å:
1 C -0.03 2.67 0.03  -0.54
2 C -0.66 -2.09 -0.20  -0.68
3 C 0.78 -2.01 0.26  -0.51
4 F -1.22 -3.26 0.15  0.15
5 F -0.82 -1.98 -1.53  0.15
6 F -1.42 -1.12 0.35  0.09
7 F 1.63 -2.40 -0.69  0.02
8 S 1.44 2.27 0.99  0.42
9 Br 1.26 -0.39 1.10  0.83
10 H 0.20 2.65 -1.03  0.02
11 H -0.33 3.68 0.33  0.02
12 H -0.83 1.98 0.27  0.01

=====

We obtain E_tot values of -7224.87609 -42730.71887 -94904.13230 eV for the records listed above, in that order.